1.
DFT (ωB97M-V with the def2-TZVPD basis set) results for C3H2AgFLiO3 as an isolated structure.

```
11
Properties=species:S:1:pos:R:3:forces:R:3
O -1.642 -0.436 -1.400 0.557 0.132 -0.429
C -2.126 -1.216 -0.678 -1.017 -0.065 0.901
C 1.347 0.033 0.342 -0.383 -1.533 0.445
O 0.687 -0.932 0.791 1.444 1.008 -1.265
O -2.717 -1.902 0.035 0.472 -0.014 -0.735
C 0.996 1.336 0.096 -0.381 0.772 -0.790
Li -0.182 0.878 -1.705 0.091 -0.207 0.569
F 2.621 -0.307 -0.032 -0.092 0.172 -0.113
H 1.752 2.028 -0.278 -0.126 -0.161 0.412
H 0.120 1.727 0.617 0.266 -0.105 -0.083
Ag -0.857 -1.208 2.212 -0.832 0.002 1.089
```
Positions in Å, forces in eV/Å.

## Properties
**HOMO (alpha / beta)**: -5.22 / -8.77 eV
**Expectation value of S²**: 0.751
**2S+1**: 2

Atomic partial charges in e from the natural (NBO) method, atoms 1 to 8: number 1, O, carries -0.6505; number 2, C, carries 1.0828; number 3, C, carries 0.7776; number 4, O, carries -0.8203; number 5, O, carries -0.4300; number 6, C, carries -0.9832; number 7, Li, carries 0.9269; number 8, F, carries -0.3665



2.
DFT (ωB97M-V with the def2-TZVPD basis set) results for C3H2AlO4 as an isolated structure.

```
10
Properties=species:S:1:pos:R:3:forces:R:3
O -2.113 0.607 0.229 -0.566 -0.119 0.726
C -1.399 1.501 0.637 -0.847 4.606 -1.794
O -1.143 2.642 0.690 0.348 -3.709 0.919
O -0.178 -1.782 -1.246 2.211 0.185 -0.724
C 1.023 -1.357 -1.171 -2.952 -0.223 0.759
C 1.235 -0.355 -0.036 1.798 0.700 0.518
O 0.115 -0.082 0.772 0.303 -0.732 -0.754
Al -1.220 -0.989 0.060 0.037 -0.459 0.518
H 1.612 0.574 -0.510 -0.092 -0.422 0.108
H 2.067 -0.757 0.575 -0.241 0.174 -0.277
```
Positions in Å, forces in eV/Å.

## Properties
**Net charge**: +1
**HOMO (alpha / beta)**: -14.86 / -13.07 eV

Atomic partial charges in e from the natural (NBO) method, atoms 1 to 8: number 1, O, carries -0.7112; number 2, C, carries 1.1098; number 3, O, carries -0.3296; number 4, O, carries -0.7175; number 5, C, carries 0.5807; number 6, C, carries -0.2638; number 7, O, carries -0.9154; number 8, Al, carries 1.7302



3.
DFT (ωB97M-V with the def2-TZVPD basis set) results for C3H2BaO3 as an isolated structure.

```
9
Properties=species:S:1:pos:R:3:forces:R:3
O 0.446 0.099 -0.173 -0.593 0.589 -0.190
C 0.296 0.608 1.170 0.341 -0.548 1.578
C -0.090 -0.349 2.028 0.594 2.240 -0.397
O -0.361 -1.566 1.787 -0.744 0.086 2.406
Ba -0.033 -2.411 -0.105 0.293 -2.070 -2.846
H 0.602 1.635 1.330 -0.199 -0.326 -0.032
C 0.109 0.986 -1.118 0.169 0.690 0.020
O -0.474 0.260 -2.040 0.470 -1.003 -0.596
H -0.497 0.738 -2.879 -0.330 0.342 0.058
```
Positions in Å, forces in eV/Å.

## Properties
**Net charge**: +1
**HOMO (alpha / beta)**: -12.16 / -12.24 eV
**Expectation value of S²**: 0.758
**2S+1**: 2

Atomic partial charges in e from the Mulliken method, atoms 1 to 8: number 1, O, carries -0.2147; number 2, C, carries -0.0720; number 3, C, carries 0.0989; number 4, O, carries -0.6996; number 5, Ba, carries 1.6519; number 6, H, carries 0.4170; number 7, C, carries -0.3042; number 8, O, carries -0.3204



4.
DFT (ωB97M-V with the def2-TZVPD basis set) results for C3H2Br2N2O as an isolated structure.

```
10
Properties=species:S:1:pos:R:3:forces:R:3
C -0.413 0.257 1.186 0.437 1.711 1.666
C 0.268 -0.086 -1.075 -3.897 -0.790 2.452
C 0.777 0.243 0.338 1.437 -1.090 -0.839
N -1.434 -0.161 0.545 -1.401 0.670 1.886
N -1.227 -0.528 -0.685 0.976 -0.013 -2.605
O 0.779 -0.113 -2.106 0.803 0.091 -2.115
Br 1.844 -1.524 0.578 -0.549 0.836 0.249
Br 2.041 1.687 0.266 -0.477 -0.118 0.332
H -0.483 0.818 2.192 0.087 -1.482 -1.734
H -2.151 -0.593 -1.238 2.585 0.183 0.707
```
Positions in Å, forces in eV/Å.

## Properties
**HOMO**: -9.59 eV

Atomic partial charges in e from the natural (NBO) method, atoms 1 to 8: number 1, C, carries -0.1196; number 2, C, carries 0.6624; number 3, C, carries -0.2578; number 4, N, carries -0.1505; number 5, N, carries -0.4993; number 6, O, carries -0.4655; number 7, Br, carries 0.0333; number 8, Br, carries 0.1414



5.
DFT (ωB97M-V with the def2-TZVPD basis set) results for one molecule with the formula C3H2Br2O.

```
8
Properties=species:S:1:pos:R:3:forces:R:3
O -2.469 0.068 0.532 1.933 1.282 0.011
C -1.354 0.399 0.565 -0.751 -1.841 0.569
C 0.000 0.430 0.771 0.803 1.488 -2.699
Br 0.644 2.360 0.543 -0.579 -1.607 0.412
C 0.744 -0.592 -0.118 -1.295 1.082 -0.496
Br 0.287 -0.502 -2.307 0.411 0.018 2.221
H 1.834 -0.639 -0.154 -0.424 0.540 0.285
H 0.314 -1.524 0.169 -0.097 -0.962 -0.304
```
Positions in Å, forces in eV/Å.

## Properties
**SMILES string**: O=C=C(Br)CBr
**HOMO**: -9.59 eV

How positive or negative is each atom? The natural (NBO) charges in e answer that: number 1, O, carries -0.3751; number 2, C, carries 0.7653; number 3, C, carries -0.3958; number 4, Br, carries 0.0338; number 5, C, carries -0.3154; number 6, Br, carries -0.1801; number 7, H, carries 0.2499; number 8, H, carries 0.2175



6.
DFT (ωB97M-V with the def2-TZVPD basis set) results for C3H2Br2O as an isolated structure.

```
8
Properties=species:S:1:pos:R:3:forces:R:3
C -1.782 0.153 -1.127 5.418 -0.687 1.647
C -0.604 0.075 -0.822 1.698 -1.587 2.742
C 0.858 -0.260 0.285 -2.153 0.359 -1.792
O 0.474 -0.260 1.597 0.342 -1.042 -1.276
Br 1.792 -1.926 0.023 -0.446 0.415 -0.455
Br 1.982 1.283 -0.040 0.258 0.070 -0.291
H -2.642 0.441 -1.505 -3.762 0.936 -1.558
H -0.078 0.495 1.590 -1.354 1.535 0.982
```
Positions in Å, forces in eV/Å.

## Properties
**HOMO**: -10.50 eV

How positive or negative is each atom? The natural (NBO) charges in e answer that: number 1, C, carries -0.2379; number 2, C, carries -0.0759; number 3, C, carries 0.0904; number 4, O, carries -0.6770; number 5, Br, carries 0.1305; number 6, Br, carries 0.0675; number 7, H, carries 0.2135; number 8, H, carries 0.4890



Relative energy (zero: lowest compared OMol25 entry of this formula, charge and spin)
In order: 0.0 58.2 41.1 37.4 29.1 75.2
Unit: kcal per mole